C11H19IO8P2 | the ωB97M-V functional and the def2-TZVPD basis

Structure (XYZ):
```
41
Properties=species:S:1:pos:R:3:forces:R:3:mulliken_charge:R:1
C 1.73631 -0.63588 1.35592 0.01 0.06 0.00 -1.22
C 0.57125 0.31096 1.15262 0.06 0.03 0.12 -0.20
O -0.57150 -0.18428 1.82586 -0.19 -0.13 -0.17 -0.41
P -1.97270 0.78238 1.75287 0.46 -0.15 0.14 0.38
C -2.99521 -0.65643 2.26799 -0.01 -0.06 -0.10 -0.80
I -3.43630 -0.47897 4.35539 0.00 0.04 0.10 0.12
C -4.19188 -0.99189 1.35589 -0.05 -0.12 0.01 -0.28
C -5.59718 -0.64635 1.83468 -0.03 -0.04 -0.09 -1.23
P -3.64952 2.29059 1.42388 -0.24 0.03 -0.01 0.68
O -4.52075 2.02719 0.25541 0.05 0.06 0.11 -0.66
O -2.80743 3.67418 1.28272 0.18 -0.17 -0.23 -0.54
O -4.43650 2.60372 2.79358 -0.07 -0.05 -0.17 -0.47
H 1.60881 -1.53540 0.75201 0.00 -0.03 0.09 0.24
H 2.66043 -0.14432 1.05322 -0.02 -0.08 -0.02 0.31
H 1.81351 -0.92138 2.40524 -0.02 0.02 -0.02 0.39
H 0.35239 0.40228 0.08002 0.05 0.12 0.02 0.32
H 0.82916 1.31146 1.53017 -0.02 -0.02 -0.02 0.25
H -1.73982 1.02732 0.37577 -0.09 0.03 -0.04 -0.03
H -1.41827 1.68314 2.68083 -0.09 0.08 0.01 0.11
H -2.29086 -1.47833 2.25533 0.02 0.01 0.01 0.65
H -4.15129 -2.07227 1.19794 0.00 0.03 -0.04 0.36
H -4.02342 -0.52776 0.38102 -0.01 0.05 0.04 0.36
H -5.89587 -1.29258 2.66067 0.02 0.09 0.04 0.45
H -5.69196 0.39239 2.14266 0.01 -0.06 0.02 0.19
H -6.29796 -0.80882 1.01503 0.01 0.02 0.01 0.33
H -2.47136 3.76285 0.37806 -0.13 0.11 0.16 0.35
H -5.37924 2.72934 2.61201 0.08 0.08 0.05 0.35
C 5.87011 -0.25446 -3.54183 0.06 -0.03 -0.06 -0.99
C 5.18228 0.42232 -2.61104 0.01 0.01 0.01 0.31
C 3.83780 -0.04716 -2.09335 -0.08 -0.11 -0.02 1.08
O 3.31516 0.64649 -1.23760 0.03 0.09 -0.04 -0.61
C 3.26633 -1.26020 -2.62894 -0.06 0.02 0.05 -0.98
C 3.95306 -1.93743 -3.56136 -0.01 -0.02 0.00 0.34
C 5.30532 -1.47598 -4.07006 0.07 0.09 0.02 1.01
O 5.83426 -2.18247 -4.90859 -0.02 -0.03 -0.02 -0.63
O 3.53334 -3.05747 -4.12239 -0.05 0.00 0.03 -0.58
O 5.59810 1.54884 -2.05628 0.05 0.00 -0.03 -0.58
H 6.82986 0.07336 -3.91478 0.00 0.01 0.02 0.43
H 2.30350 -1.58455 -2.26034 0.01 -0.02 -0.01 0.44
H 4.23425 -3.32282 -4.75190 0.04 0.02 -0.02 0.37
H 4.90376 1.80839 -1.41830 -0.04 -0.02 0.01 0.37
```
Forces are in eV/Å.

Summary:
- Charge: 0

=====

C11H19N2O7ScSe | the ωB97M-V functional and the def2-TZVPD basis

Structure (XYZ):
```
41
Properties=species:S:1:pos:R:3:forces:R:3:mulliken_charge:R:1
Sc -0.55850 -0.02157 -0.12954 -0.60 -0.77 -0.98 0.38
O -0.03453 -0.09555 -2.39684 0.22 -0.02 -0.35 -0.26
C 0.41526 1.06327 -3.10811 0.26 0.49 0.19 -0.48
C 1.42769 1.77843 -2.21078 -0.27 -0.44 -0.35 -1.04
N 0.84658 1.98439 -0.88462 0.12 0.18 0.04 0.75
C 0.00954 3.18137 -0.79584 -0.58 -0.27 0.36 -0.77
C -1.25327 2.86126 0.06574 0.51 1.56 -0.31 0.43
O -1.94433 3.75504 0.49367 0.09 -0.15 -0.08 -0.68
O -1.44029 1.60055 0.23450 -1.01 0.45 0.56 -0.40
C 1.87749 1.95202 0.15193 0.20 -0.54 0.16 -0.62
C 2.21467 0.47655 0.52642 1.22 1.17 0.05 0.49
O 3.29575 0.19416 0.99270 -0.17 0.07 0.00 -0.69
O 1.24612 -0.33988 0.31786 1.29 -0.98 0.47 -0.44
H -0.38641 -0.73813 -3.04055 -0.10 -0.08 0.47 0.22
H -0.44323 1.71255 -3.32735 0.10 -0.13 0.00 0.33
H 0.89386 0.77264 -4.05027 -0.12 0.02 0.15 0.44
H 1.74197 2.72800 -2.66983 0.04 -0.19 0.05 0.37
H 2.29717 1.12223 -2.10754 -0.03 0.13 0.00 0.43
H -0.34851 3.47878 -1.78571 0.03 -0.07 0.08 0.39
H 0.54094 4.03611 -0.36188 -0.10 -0.09 -0.08 0.39
H 1.49232 2.42143 1.06448 0.02 0.01 -0.12 0.40
H 2.79544 2.47793 -0.14500 -0.15 -0.09 0.12 0.35
C -0.04344 0.02900 3.17247 0.28 0.24 0.09 -0.83
O -0.97430 -0.28966 2.14538 -0.15 -0.20 0.03 0.02
C -1.70465 -1.48690 2.38637 -0.25 -0.60 -0.21 -0.75
C -0.92693 -2.69537 1.86494 -0.10 0.41 0.17 -0.55
O -0.57596 -2.41862 0.51544 0.01 -0.10 0.47 0.27
C 0.19756 -3.47220 -0.03940 0.23 -0.02 -0.19 -0.93
H -0.53231 -0.02888 4.15117 0.03 0.02 -0.16 0.34
H 0.27596 1.05595 2.99654 -0.01 -0.04 0.04 0.18
H 0.83782 -0.61904 3.15528 -0.11 -0.03 -0.08 0.33
H -2.64604 -1.38660 1.83159 0.23 -0.05 0.19 0.15
H -1.92551 -1.59451 3.45712 0.07 0.03 -0.21 0.49
H -1.54289 -3.60514 1.92006 0.08 0.17 0.01 0.39
H -0.01184 -2.84747 2.45848 -0.11 -0.04 -0.12 0.45
H -0.40155 -4.38596 -0.11771 0.01 0.12 -0.02 0.30
H 1.07824 -3.66309 0.58264 -0.01 0.04 -0.06 0.32
H 0.50793 -3.15382 -1.03225 -0.01 -0.10 0.04 0.29
Se -2.81435 -1.00403 -1.04870 -1.58 0.40 0.11 -0.12
C -2.02072 -2.10589 -2.21765 0.13 -0.32 -0.26 0.34
N -1.46276 -2.72938 -3.01525 0.29 -0.18 -0.25 -0.69
```
Forces are in eV/Å.

Summary:
- Energy above the lowest of the compared OMol25 structures with the same formula, charge and spin: 89.2 kJ/mol
- Charge: 0

=====

C11H19N3OS | the ωB97M-V functional and the def2-TZVPD basis

Structure (XYZ):
```
35
Properties=species:S:1:pos:R:3:forces:R:3:mulliken_charge:R:1
C 4.55816 5.36131 -0.25042 0.14 -0.20 0.03 -1.18
C 4.89100 3.95707 0.24013 -0.20 0.05 0.12 -0.55
C 3.67400 3.03232 0.30394 0.27 -0.02 -0.27 -0.37
C 3.13158 2.66518 -1.07612 -0.25 0.02 0.29 -0.51
C 1.89538 1.76715 -1.01898 0.26 0.01 -0.10 -0.64
C 2.21058 0.35044 -0.51925 -0.10 0.11 -0.20 -0.79
C 0.96162 -0.49283 -0.56208 0.40 0.31 0.39 0.59
O 0.70030 -1.30102 -1.42211 0.11 -0.13 -0.33 -0.64
N 0.09183 -0.24083 0.46973 0.17 0.21 0.18 -0.07
C -1.12069 -0.86429 0.58460 -0.54 -0.75 -0.60 0.35
N -1.94970 -0.62606 1.54463 1.42 0.99 0.21 -0.68
N -3.06459 -1.34529 1.45432 -1.38 -0.58 0.30 -0.19
C -3.11032 -2.13259 0.44407 0.80 -0.08 -0.72 0.35
C -4.24085 -3.03691 0.11932 -0.29 -0.14 0.03 -0.19
C -5.36902 -2.92552 1.13718 0.09 -0.06 -0.15 -1.28
S -1.66509 -2.05309 -0.57131 -0.58 0.27 0.80 -0.12
H 5.43898 5.99664 -0.19499 0.03 0.12 -0.04 0.37
H 4.21792 5.34805 -1.28246 -0.05 0.08 -0.11 0.32
H 3.77786 5.80437 0.36476 -0.09 0.10 0.04 0.29
H 5.32267 4.02977 1.24115 0.09 -0.04 -0.03 0.33
H 5.64580 3.51298 -0.41256 0.08 -0.05 0.04 0.31
H 2.88612 3.51840 0.88480 -0.07 -0.02 0.09 0.25
H 3.96610 2.12240 0.83228 -0.07 -0.03 0.08 0.26
H 3.91418 2.16771 -1.65270 0.06 0.02 -0.10 0.31
H 2.85767 3.57836 -1.60603 0.06 0.01 -0.09 0.30
H 1.46803 1.68838 -2.02098 -0.09 -0.01 0.04 0.33
H 1.14452 2.22938 -0.37313 -0.06 0.03 -0.04 0.32
H 2.59841 0.38190 0.49951 0.05 -0.04 0.02 0.33
H 2.95486 -0.10735 -1.17139 -0.04 -0.06 0.07 0.36
H 0.31163 0.43286 1.18947 0.02 -0.06 -0.08 0.26
H -4.60726 -2.79037 -0.88156 0.01 -0.08 0.01 0.29
H -3.86510 -4.06361 0.08037 -0.05 0.02 -0.07 0.28
H -6.17999 -3.59889 0.87161 -0.08 -0.05 0.00 0.40
H -5.74691 -1.90795 1.16804 -0.07 0.07 0.06 0.30
H -5.00574 -3.17934 2.12852 -0.03 0.00 0.11 0.30
```
Forces are in eV/Å.

Summary:
- Energy above the lowest of the compared OMol25 structures with the same formula, charge and spin: 37.0 kJ/mol
- SMILES: CCCCCCC(=O)Nc1nnc(CC)s1
- Charge: 0

=====

C11H19N4O2PS2 | the ωB97M-V functional and the def2-TZVPD basis

Structure (XYZ):
```
39
Properties=species:S:1:pos:R:3:forces:R:3:mulliken_charge:R:1
N 0.44394 -3.33378 4.40547 0.03 -0.48 0.25 -0.42
C 0.40120 -2.16633 3.73174 0.19 0.14 -1.12 0.52
N -0.03835 -1.05436 4.21356 -0.19 -0.29 1.04 -0.69
C -0.02245 -0.06669 3.29393 0.17 -0.05 -0.88 -0.38
C 0.42247 -0.40130 2.04979 0.05 0.35 -0.18 -0.12
P 0.64213 0.77016 0.69491 -0.36 -0.63 0.10 0.48
S 1.39403 2.46284 1.25157 -0.08 0.03 -0.01 -0.44
N -0.90556 0.86952 0.00365 0.66 0.13 0.41 0.41
C -1.33440 2.15085 -0.53250 -0.11 0.10 -0.53 -0.72
C -2.25222 1.89981 -1.72893 0.25 0.23 0.07 -0.62
O -3.35223 1.09452 -1.36915 -0.20 0.05 -0.01 -0.40
C -2.93203 -0.13657 -0.83248 0.08 -0.19 0.34 -0.59
C -2.04814 0.06935 0.40171 -0.20 -0.28 -0.26 -0.45
N 1.61890 -0.06849 -0.37546 -0.11 0.37 0.35 0.05
C 1.10316 -1.18630 -1.14190 -0.16 0.03 -0.34 -0.61
C 0.83229 -0.75365 -2.58561 -0.24 -0.18 0.17 -0.07
O 1.97582 -0.19043 -3.18133 0.12 -0.13 -0.13 -0.44
C 2.43118 0.92757 -2.45063 0.20 0.13 0.31 -0.38
C 2.76827 0.54397 -1.01039 0.19 0.28 -0.29 -0.85
S 0.88488 -2.08794 2.03150 -0.26 0.40 0.62 -0.20
H 1.02003 -4.07570 4.04755 -0.02 0.03 0.12 0.22
H 0.32509 -3.27631 5.40359 0.03 -0.02 -0.02 0.26
H -0.34380 0.92012 3.57704 0.00 0.20 -0.01 0.48
H -0.45499 2.72397 -0.83375 -0.17 0.06 -0.01 0.46
H -1.88373 2.72260 0.22781 0.09 0.01 -0.02 0.32
H -2.66886 2.83837 -2.09717 0.07 -0.03 -0.01 0.38
H -1.68473 1.41321 -2.53834 -0.05 0.09 0.07 0.23
H -3.84052 -0.68034 -0.56816 0.08 -0.03 -0.02 0.36
H -2.37166 -0.70651 -1.59117 -0.04 0.01 0.07 0.26
H -1.71592 -0.89463 0.79026 -0.10 0.04 0.00 0.34
H -2.63400 0.58263 1.17755 0.04 -0.07 0.02 0.32
H 0.18271 -1.55119 -0.68318 -0.01 -0.11 -0.09 0.36
H 1.85122 -1.98792 -1.13260 -0.10 -0.04 0.00 0.36
H 0.55570 -1.61112 -3.20216 -0.06 0.04 0.05 0.34
H 0.01233 -0.01729 -2.58821 0.07 -0.13 0.01 -0.14
H 3.31405 1.29613 -2.97430 -0.05 0.05 0.05 0.39
H 1.65558 1.71129 -2.44122 0.08 -0.03 -0.02 0.20
H 3.05582 1.42793 -0.43743 0.06 -0.13 -0.11 0.41
H 3.59276 -0.17801 -1.00554 0.01 0.05 -0.02 0.37
```
Forces are in eV/Å.

Summary:
- Energy above the lowest of the compared OMol25 structures with the same formula, charge and spin: 0.0 kJ/mol
- SMILES: Nc1ncc(P(=S)(N2CCOCC2)N2CCOCC2)s1
- Charge: 0

=====

C11H19NO2 | the ωB97M-V functional and the def2-TZVPD basis

Structure (XYZ):
```
33
Properties=species:S:1:pos:R:3:forces:R:3:mulliken_charge:R:1
C -0.28223 0.85474 2.71301 -1.48 3.34 1.70 -1.74
C 0.77868 0.41925 1.73056 0.69 0.41 0.30 1.81
C 2.29418 0.61968 2.12240 -1.60 1.99 1.64 -1.54
C 0.38367 1.07175 0.41748 0.38 -3.16 -1.38 -1.86
C -0.14945 0.12185 -0.41010 0.16 2.28 0.13 0.62
C -0.62881 0.43799 -1.75442 -0.63 2.81 -2.57 -0.17
C -0.24656 1.55769 -2.51046 -0.89 -2.99 2.35 -0.32
C -1.01922 1.96199 -3.75782 -0.68 -2.45 0.39 -0.66
O -0.61383 1.22641 -4.93091 0.51 1.35 -0.19 -0.53
C -0.28253 -1.21386 0.22428 -0.17 1.48 3.51 1.05
C -1.71900 -1.54335 0.69935 0.76 -2.22 0.41 -1.69
C 0.35733 -2.27516 -0.52061 0.60 -0.87 -2.23 -1.63
N 0.53436 -0.92530 1.44447 0.52 -2.18 -1.94 0.42
O 0.93736 -2.05614 2.19790 -1.38 -0.49 0.48 -0.56
H -1.19154 1.36182 2.15131 1.72 -1.21 1.22 0.28
H -0.66976 0.13288 3.44320 0.25 -0.45 -0.68 0.30
H 0.10231 1.64379 3.41084 -0.26 -0.10 -0.64 0.46
H 2.64431 1.61384 1.77137 -0.19 -0.51 0.31 0.34
H 2.94384 -0.11198 1.70717 0.30 -0.78 -0.35 0.40
H 2.33676 0.63799 3.25476 0.32 -0.16 -1.22 0.40
H 0.70480 2.02294 0.06532 -0.17 0.84 0.30 0.39
H -1.52426 -0.03729 -2.21023 0.62 -0.35 0.75 0.27
H 0.57734 2.08375 -2.02569 -0.03 0.48 -0.94 0.38
H -2.10419 1.62462 -3.68531 1.03 1.19 0.63 0.27
H -0.87047 3.00209 -3.91114 -0.27 0.85 -0.52 0.32
H -0.45544 0.34377 -4.63073 0.23 -0.88 0.17 0.35
H -2.33826 -1.79761 -0.12474 -0.66 -0.28 -1.00 0.45
H -2.24061 -0.79118 1.24634 0.12 0.81 0.47 0.40
H -1.68136 -2.49127 1.34430 0.07 1.33 -0.78 0.30
H 1.30698 -1.92240 -0.92103 0.22 0.15 0.14 0.40
H -0.24128 -2.45748 -1.44675 0.27 -0.82 0.89 0.31
H 0.60354 -3.07184 0.17611 -0.49 -0.62 -0.56 0.42
H 1.75335 -2.04396 2.71976 0.13 1.19 -0.79 0.33
```
Forces are in eV/Å.

Summary:
- Energy above the lowest of the compared OMol25 structures with the same formula, charge and spin: 583.2 kJ/mol
- SMILES: CC1(C)C=C(/C=C/CO)C(C)(C)N1O
- Charge: 0

=====

C11H20BBr8FO5 | the ωB97M-V functional and the def2-TZVPD basis

Structure (XYZ):
```
46
Properties=species:S:1:pos:R:3:forces:R:3:mulliken_charge:R:1
O 1.09179 -4.54967 -1.01900 -0.05 -0.07 -0.22 -0.49
C 0.33249 -3.65456 -1.13708 -0.41 1.11 0.25 0.62
O -1.03973 -3.66485 -1.26095 -0.12 -0.72 1.31 -0.35
C -1.37910 -2.87990 -0.09846 0.54 0.46 -0.71 -0.51
C -0.39439 -1.71025 -0.25388 0.70 -0.28 -0.18 0.60
F -0.89389 -0.72795 -1.07188 -0.36 0.25 0.17 -0.32
B 0.35206 -1.13847 1.07159 -0.52 0.29 -0.24 0.57
O 1.30771 -0.19135 0.90503 -0.65 0.37 0.51 -0.40
O -0.00647 -1.63383 2.30517 1.03 -0.39 -0.33 -0.55
O 0.66155 -2.32106 -1.02353 0.46 -0.49 0.79 -0.36
H -2.40990 -2.54875 -0.11068 -0.10 -0.21 -0.04 0.37
H -1.10857 -3.50411 0.75346 -0.43 0.30 0.38 0.27
H 1.00331 0.47537 0.27213 0.34 -0.04 -0.27 0.16
H 0.27633 -2.55329 2.37854 -0.39 -0.11 0.33 0.28
Br -0.51245 1.38280 3.43001 -0.02 0.12 -0.04 -0.06
C -1.73586 1.55226 4.92644 0.17 0.08 -0.05 -0.65
C -1.97926 0.22560 5.59517 -0.18 -0.03 0.03 -0.57
Br -3.17547 -0.90173 4.55570 0.05 -0.02 -0.02 -0.15
H -2.64595 2.00159 4.54246 -0.04 -0.04 0.03 0.39
H -1.25609 2.24224 5.61735 -0.01 -0.03 0.04 0.34
H -2.47554 0.36842 6.55239 0.00 0.03 0.00 0.37
H -1.06357 -0.33867 5.73826 0.02 0.02 -0.01 0.34
Br -2.68465 -5.57131 -6.36845 0.04 0.04 -0.01 -0.14
C -1.15139 -6.54853 -5.68086 -0.17 -0.05 -0.05 -0.58
C -1.03548 -6.43313 -4.18443 0.22 0.05 0.06 -0.62
Br -0.35242 -4.70231 -3.63036 -0.16 -0.53 -1.69 -0.01
H -0.27727 -6.16127 -6.19351 0.02 0.00 0.03 0.35
H -1.31616 -7.58446 -5.96880 0.01 -0.01 0.03 0.36
H -0.31948 -7.15954 -3.80589 -0.01 -0.02 -0.03 0.35
H -1.98770 -6.56574 -3.68096 -0.02 -0.02 -0.04 0.38
Br -0.24065 4.60256 -3.40964 -0.02 0.04 0.07 -0.12
C 1.30566 4.07059 -2.36576 -0.02 -0.01 -0.18 -0.28
C 1.10842 2.72661 -1.71615 0.03 0.02 0.12 -0.76
Br -0.08434 2.83950 -0.17642 0.01 -0.09 -0.05 -0.12
H 1.47806 4.86220 -1.64248 0.00 -0.01 0.02 -0.05
H 2.13444 4.02886 -3.06919 0.01 -0.04 0.01 0.40
H 2.05443 2.35342 -1.32725 0.02 0.03 -0.01 0.40
H 0.67807 1.99165 -2.38935 -0.01 0.02 -0.03 0.55
Br 0.92412 7.05875 0.19136 -0.01 0.03 0.04 -0.13
C 2.47414 6.53940 1.24615 -0.05 -0.01 -0.16 -0.62
C 2.26319 5.21795 1.93535 0.08 -0.05 0.18 -0.15
Br 1.09713 5.37413 3.47912 -0.07 0.01 -0.05 -0.12
H 2.66561 7.34800 1.94382 0.00 -0.01 0.02 0.41
H 3.29597 6.46811 0.53676 0.02 -0.02 0.02 0.35
H 3.20630 4.84069 2.32509 0.02 0.03 -0.03 0.38
H 1.81503 4.47403 1.28362 -0.01 0.01 -0.02 -0.09
```
Forces are in eV/Å.

Summary:
- SMILES: O=C1OC[C@@](F)(B(O)O)O1.BrCCBr.BrCCBr.BrCCBr.BrCCBr
- Charge: 0

=====

What gap between HOMO and LUMO values result from the calculations? In sequence: 7.32; 8.87; 9.75; 8.64; 7.86; 10.19 eV.